No. 1
Molecular formula: C6H11NO
Method: DFT, the ωB97M-V functional and the def2-TZVPD basis

The geometry in XYZ format:
```
19
Properties=species:S:1:pos:R:3:forces:R:3:nbo_charge:R:1
C -1.150 -0.486 -1.792 0.462 -3.037 -3.238 -0.6389
C -0.469 -1.072 -0.626 0.280 0.961 -3.226 0.2646
C -0.417 -0.034 0.343 -7.820 2.737 4.850 -0.3654
C 0.098 0.304 1.716 -1.426 1.338 0.020 -0.4042
C 1.108 1.428 0.895 0.785 3.519 4.111 -0.2272
C 0.754 -0.530 -0.149 7.159 1.372 -3.596 -0.1273
H -2.071 -1.045 -1.791 -1.207 0.926 0.130 0.2380
H -1.091 0.542 -1.956 -0.540 1.574 0.060 0.2132
H -0.749 -0.936 -2.743 0.247 0.273 0.734 0.2168
H -1.318 -1.922 0.884 1.677 -1.623 -3.907 0.4309
H -1.069 0.814 -0.073 1.915 -0.886 0.758 0.2461
H 0.632 -0.636 1.909 -0.062 1.027 1.813 0.2136
H -0.770 0.622 2.487 2.577 -0.209 -1.524 0.2265
H 0.405 2.482 0.606 2.092 -3.243 0.796 0.2001
H 2.062 1.919 1.816 -2.762 -1.592 -3.194 0.1945
H 1.607 1.268 -1.260 -0.111 -2.351 3.899 0.3647
H 1.441 -0.991 0.537 -1.027 -2.017 0.109 0.2243
N 1.647 0.634 -0.239 0.441 4.258 -3.985 -0.6474
O -0.650 -2.361 -0.563 -2.679 -3.028 5.390 -0.6231
```
Forces are in eV/Å.

Results
relative energy (zero: lowest compared OMol25 entry of this formula, charge and spin): 13.255 eV
E_tot: -364.74436 Eh

No. 2
Molecular formula: C6H11NO
Method: DFT, the ωB97M-V functional and the def2-TZVPD basis

The geometry in XYZ format:
```
19
Properties=species:S:1:pos:R:3:forces:R:3:nbo_charge:R:1
C -1.105 0.232 1.332 0.325 -0.762 -0.614 -0.6125
C -1.209 0.260 -0.231 -0.851 0.664 0.779 -0.2540
C -0.830 1.685 -0.749 0.013 -0.632 0.429 -0.6046
C -0.469 -0.793 -0.988 -0.672 0.871 -1.200 -0.1621
C 0.597 -1.528 -0.782 1.142 -0.718 -0.963 -0.0625
N 1.507 -1.442 0.296 0.576 -0.653 0.207 -0.6420
C 2.188 -0.284 0.633 -0.009 -0.250 0.280 0.5383
O 2.055 0.846 0.217 -0.337 -0.733 -0.191 -0.5920
H -0.040 0.466 1.548 -0.776 -0.299 0.351 0.2124
H -1.423 -0.765 1.765 0.579 1.069 -0.486 0.2088
H -1.727 1.011 1.796 0.141 -0.183 -0.299 0.2119
H -2.268 0.076 -0.554 0.606 0.308 0.557 0.2030
H -1.037 1.761 -1.802 -0.130 0.081 -0.533 0.2012
H -1.415 2.437 -0.226 -0.167 0.053 0.043 0.2029
H 0.226 1.910 -0.597 -0.094 -0.192 0.072 0.2417
H -0.855 -0.841 -2.024 0.107 -0.414 0.604 0.2059
H 0.935 -2.195 -1.611 -0.293 0.466 0.797 0.1938
H 1.980 -2.342 0.539 -0.597 1.489 -0.065 0.4022
H 2.890 -0.494 1.438 0.437 -0.167 0.232 0.1077
```
Forces are in eV/Å.

Results
SMILES string: CC(C)/C=C\NC=O
relative energy (zero: lowest compared OMol25 entry of this formula, charge and spin): 1.181 eV
E_tot: -365.18806 Eh

No. 3
Molecular formula: C6H11NO
Method: DFT, the ωB97M-V functional and the def2-TZVPD basis

The geometry in XYZ format:
```
19
Properties=species:S:1:pos:R:3:forces:R:3:nbo_charge:R:1
C -0.668 1.678 0.098 -0.130 0.097 2.072 -0.5760
C 1.524 0.177 -1.504 -0.085 0.282 -0.034 -0.7032
C -1.218 -1.375 1.033 -0.028 -0.150 -0.026 -0.6260
C 0.039 0.839 0.924 -0.088 2.592 -0.890 0.3614
C 0.151 -0.220 -1.078 0.754 -3.808 2.447 0.4656
C 0.050 -0.599 0.796 -0.620 0.060 -3.185 -0.3746
O 1.105 1.398 1.565 0.093 -0.014 0.307 -0.6715
N -0.698 -0.739 -1.827 -0.347 1.379 -1.007 -0.7172
H 1.543 0.725 2.101 -0.040 0.079 -0.091 0.4773
H -1.626 -0.969 -1.502 0.200 -0.528 0.499 0.3624
H -0.496 2.740 0.170 0.080 0.115 0.099 0.2182
H -1.606 1.385 -0.340 0.118 -0.254 -0.290 0.2128
H 0.960 -1.080 1.157 -0.034 0.045 -0.144 0.2107
H 1.974 0.886 -0.815 0.010 0.075 -0.004 0.2336
H 1.471 0.606 -2.504 0.063 0.051 0.030 0.2361
H 2.152 -0.715 -1.546 -0.084 -0.053 0.035 0.2331
H -1.291 -2.217 0.336 0.089 -0.002 0.201 0.2187
H -2.110 -0.765 0.880 0.101 0.120 0.015 0.2173
H -1.256 -1.754 2.056 -0.052 -0.087 -0.036 0.2214
```
Forces are in eV/Å.

Results
relative energy (zero: lowest compared OMol25 entry of this formula, charge and spin): 3.563 eV
E_tot: -365.10053 Eh

No. 4
Molecular formula: C6H11NO
Method: DFT, the ωB97M-V functional and the def2-TZVPD basis

The geometry in XYZ format:
```
19
Properties=species:S:1:pos:R:3:forces:R:3:nbo_charge:R:1
C -0.694 -1.283 1.336 -0.544 -0.726 0.789 -0.1843
C 2.266 0.771 0.920 -0.126 -0.001 0.211 -0.6631
C 0.836 0.359 0.887 0.223 0.863 -0.136 0.3134
C -0.853 -0.152 -0.839 -0.056 1.610 -1.719 0.2219
N 0.114 -0.895 -1.542 -0.101 -0.167 0.330 -0.8348
C -0.220 0.971 0.058 -0.214 -1.125 0.342 -0.5240
C -2.121 -0.035 -1.286 0.515 -0.192 0.448 -0.5280
O 0.527 -0.760 1.489 0.111 -0.412 -0.412 -0.3784
H -0.251 -1.364 -2.358 0.005 0.005 0.032 0.3749
H 0.964 -0.393 -1.754 -0.046 -0.021 0.081 0.3679
H -0.745 -2.311 1.657 0.148 -0.062 0.145 0.1673
H -1.586 -0.695 1.485 0.217 0.368 -0.109 0.1603
H 2.615 1.060 -0.077 -0.033 -0.014 0.040 0.2102
H 2.881 -0.056 1.280 -0.029 0.069 -0.014 0.2324
H 2.428 1.632 1.579 0.102 -0.046 -0.045 0.2171
H -1.046 1.375 0.650 -0.016 0.130 -0.029 0.2255
H 0.196 1.773 -0.558 -0.122 -0.152 -0.044 0.2309
H -2.459 -0.553 -2.171 -0.023 -0.188 -0.021 0.1930
H -2.852 0.556 -0.755 -0.011 0.059 0.110 0.1977
```
Forces are in eV/Å.

Results
relative energy (zero: lowest compared OMol25 entry of this formula, charge and spin): 4.721 eV
E_tot: -365.05798 Eh